1.
{"formula": "C41H48CdN5O2S3", "method": "ωB97M-V with the def2-TZVPD basis set", "charge": 1, "relative_energy_kcal_mol": 6.0, "orbital_gap_ev": 7.2, "elements": ["Cd", "C", "C", "C", "C", "C", "C", "C", "N", "C", "C", "C", "C", "C", "C", "C", "N", "C", "C", "C", "C", "H", "H", "H", "H", "H", "H", "H", "H", "H", "H", "H", "H", "H", "H", "H", "H", "H", "H", "H", "H", "H", "H", "H", "H", "S", "C", "N", "C", "C", "N", "C", "C", "C", "C", "C", "C", "C", "C", "S", "C", "C", "C", "C", "C", "C", "C", "H", "H", "H", "H", "H", "H", "H", "H", "H", "H", "H", "H", "H", "H", "H", "H", "H", "H", "C", "C", "O", "O", "H", "H", "H", "S", "C", "C", "N", "C", "H", "H", "H"], "xyz": [[-0.22978, -0.86307, -0.25584], [2.68492, -0.86557, 6.46206], [1.18472, -0.84647, 6.15616], [0.56312, 0.40423, 6.79486], [0.53902, -2.10598, 6.75346], [0.89942, -0.82427, 4.66836], [-0.41558, -0.75237, 4.21056], [-0.66498, -0.74517, 2.85166], [0.29542, -0.79737, 1.94016], [1.57042, -0.85087, 2.34106], [1.89472, -0.87497, 3.69796], [2.59252, -0.86247, 1.26876], [3.96092, -0.84027, 1.52826], [4.88542, -0.83617, 0.48316], [4.36352, -0.83577, -0.80634], [2.98932, -0.85517, -0.98484], [2.12392, -0.87597, 0.01376], [6.37322, -0.83787, 0.77726], [7.21982, -0.84357, -0.49814], [6.72532, 0.41523, 1.59206], [6.71292, -2.09537, 1.59166], [2.83782, -0.86397, 7.53826], [3.18042, 0.01463, 6.05646], [3.15822, -1.76157, 6.06406], [0.76992, 0.41483, 7.86156], [-0.51478, 0.42593, 6.66286], [0.98062, 1.30643, 6.35336], [0.70662, -2.13347, 7.82696], [0.97212, -3.00247, 6.31466], [-0.53318, -2.12258, 6.57866], [-1.23968, -0.70357, 4.90376], [-1.67648, -0.67917, 2.46766], [2.92292, -0.92787, 4.00866], [4.32572, -0.81987, 2.54296], [5.00672, -0.81707, -1.66984], [2.56762, -0.85057, -1.98374], [7.03522, 0.04423, -1.09814], [7.02572, -1.73098, -1.09624], [8.27412, -0.84897, -0.23294], [6.46252, 1.31583, 1.04176], [7.79412, 0.43513, 1.78936], [6.20762, 0.43373, 2.54746], [6.45522, -2.99378, 1.03476], [6.18382, -2.11687, 2.54076], [7.77912, -2.11827, 1.80126], [-0.01518, -0.60827, -2.94314], [-1.13328, 0.62533, -2.95174], [-1.97128, 0.80323, -3.97194], [-2.89088, 1.92093, -3.97124], [-3.38508, 2.16543, -2.55674], [-2.24348, 2.35802, -1.69174], [-2.36648, 3.36422, -0.65544], [-2.25598, 4.73742, -1.27384], [-1.06928, 5.12332, -1.88914], [-0.97778, 6.35152, -2.51994], [-2.06918, 7.20532, -2.53564], [-3.24718, 6.83572, -1.90994], [-3.34058, 5.60283, -1.28554], [-1.15618, 1.61142, -1.84924], [0.21362, 1.81963, -0.92084], [-2.08248, -0.12537, -5.08364], [-3.40478, -0.85097, -5.00244], [-3.62758, -1.74047, -3.95644], [-4.84538, -2.38587, -3.83904], [-5.84478, -2.15977, -4.77154], [-5.62648, -1.28187, -5.82014], [-4.41408, -0.62107, -5.92844], [-3.72898, 1.67812, -4.62614], [-2.38238, 2.81932, -4.34444], [-3.97708, 1.30942, -2.20744], [-3.99938, 3.06602, -2.52194], [-1.57118, 3.19923, 0.07626], [-3.33558, 3.23272, -0.16494], [-0.21548, 4.46252, -1.86584], [-0.05528, 6.64403, -3.00064], [-2.00028, 8.16342, -3.02684], [-4.09778, 7.50082, -1.91234], [-4.25908, 5.31822, -0.79274], [-1.25448, -0.83637, -5.02754], [-2.00448, 0.43933, -6.01754], [-2.84988, -1.93267, -3.23164], [-5.01008, -3.07007, -3.01924], [-6.79018, -2.67268, -4.68674], [-6.40168, -1.10747, -6.55164], [-4.24578, 0.06283, -6.74854], [-4.40098, -0.98057, -0.35344], [-2.87958, -0.89907, -0.37644], [-2.30338, 0.00503, 0.27556], [-2.24158, -1.72747, -1.05714], [-4.80368, -0.37047, 0.44826], [-4.70028, -2.01557, -0.22084], [-4.80388, -0.64437, -1.30764], [0.48032, -5.52948, -0.97874], [-0.46988, -5.27137, 0.42446], [-0.61898, -3.94207, 0.65236], [0.01632, -3.14338, -0.23954], [0.61592, -3.82977, -1.15704], [-0.85138, -6.09607, 0.98876], [-1.20588, -3.50037, 1.43936], [1.14942, -3.39258, -1.98074]], "mulliken_charge": [2.833, -2.126, 2.003, -1.623, -1.589, 0.379, -0.768, -0.993, -0.024, -0.165, -0.371, -0.901, -0.240, 0.066, -0.550, -1.019, 0.322, 1.890, -2.200, -1.559, -1.548, 0.419, 0.440, 0.424, 0.458, 0.337, 0.383, 0.456, 0.377, 0.337, 0.491, 0.672, 0.603, 0.475, 0.568, 0.422, 0.423, 0.427, 0.443, 0.379, 0.454, 0.323, 0.382, 0.331, 0.448, -0.520, 0.652, 0.147, -0.759, -0.499, 0.563, -1.444, 0.566, -0.132, -0.835, -0.404, -0.657, -0.321, -0.430, -0.205, -1.394, 0.407, -0.102, -0.831, -0.437, -0.623, -0.396, 0.487, 0.322, -0.053, 0.519, 0.542, 0.447, 0.418, 0.420, 0.395, 0.392, 0.405, 0.522, 0.436, 0.619, 0.493, 0.406, 0.394, 0.414, -1.450, 1.129, -0.858, -0.739, 0.380, 0.388, 0.251, -0.128, -0.252, -1.090, 0.457, -0.491, 0.464, 0.382, 0.342]}

***

2.
{"formula": "C41H48EuN8O3PS5", "method": "ωB97M-V with the def2-TZVPD basis set", "s_squared": 12.0793, "spin_multiplicity": 7, "relative_energy_kcal_mol": 169.1, "orbital_gap_ev": [4.8, 6.3], "elements": ["Eu", "S", "C", "C", "C", "C", "C", "C", "S", "C", "C", "C", "C", "C", "C", "C", "S", "C", "C", "C", "C", "C", "C", "S", "N", "H", "H", "H", "H", "H", "H", "H", "H", "H", "H", "H", "H", "H", "H", "H", "N", "C", "C", "C", "C", "C", "C", "S", "O", "O", "N", "C", "N", "C", "C", "C", "N", "H", "H", "H", "H", "H", "H", "H", "H", "H", "O", "P", "N", "C", "C", "C", "C", "N", "C", "C", "C", "C", "N", "C", "C", "C", "C", "H", "H", "H", "H", "H", "H", "H", "H", "H", "H", "H", "H", "H", "H", "H", "H", "H", "H", "H", "H", "H", "H", "H", "H"], "xyz": [[-0.83039, -0.84476, 0.77211], [-2.36177, 0.57773, 2.44160], [-1.14833, 1.54688, 3.33776], [-1.25331, 2.92733, 3.38908], [-0.38685, 3.77245, 4.07573], [0.60401, 3.18306, 4.86699], [0.67642, 1.78522, 4.93180], [-0.10390, 1.00333, 4.11683], [0.17379, -0.78096, 4.03601], [1.94431, -1.03034, 4.21898], [2.45191, -2.13858, 3.35058], [2.68255, -3.37661, 3.87141], [3.19367, -4.34401, 2.98192], [3.47008, -4.02954, 1.62515], [2.95307, -2.77199, 1.16219], [2.85905, -2.48405, -0.33548], [1.41982, -1.73968, -1.11080], [-1.14423, -2.74725, -1.62515], [-0.60959, -3.65455, -2.83308], [-1.61049, -4.45032, -3.57975], [-2.83913, -4.59239, -3.03424], [-3.21094, -4.19554, -1.70706], [-2.42334, -3.32939, -0.96587], [-2.89829, -2.71624, 0.60654], [2.49160, -1.84212, 2.04528], [-2.20193, 3.30900, 3.02302], [-0.60801, 4.82720, 4.07636], [1.21883, 3.69978, 5.57688], [1.33974, 1.33606, 5.57832], [2.22081, -1.28825, 5.26051], [2.48191, -0.08982, 4.03260], [2.46566, -3.52786, 4.93295], [3.38141, -5.32431, 3.38020], [4.00169, -4.71979, 0.97252], [2.86892, -3.46403, -0.81480], [3.68995, -1.82751, -0.68833], [0.03143, -3.01583, -3.55106], [-1.37589, -4.79627, -4.63469], [-3.54992, -5.23172, -3.54933], [-4.20479, -4.44465, -1.29500], [-7.99013, -1.06284, -2.29921], [-6.58462, -1.00313, -2.37780], [-5.84662, -1.51956, -3.50722], [-4.49434, -1.34876, -3.53123], [-3.81463, -0.69995, -2.48231], [-4.52323, -0.30355, -1.32970], [-5.88127, -0.44025, -1.31617], [-2.03181, -0.37589, -2.54650], [-1.93776, 0.84065, -1.72409], [-1.58862, -0.34497, -3.90363], [-1.21726, -1.35619, -1.65633], [0.15732, -3.20945, -0.87992], [0.14044, -3.41550, 0.53346], [0.34321, -4.65195, 0.92945], [0.75037, -5.72995, -0.01891], [0.49314, -5.52446, -1.32249], [0.30183, -4.24676, -1.78304], [-8.46478, -1.91433, -2.63306], [-8.41333, -0.97128, -1.35991], [-6.23888, -2.04541, -4.29752], [-3.90527, -1.60270, -4.39993], [-3.87115, 0.08321, -0.53861], [-6.40342, -0.14896, -0.44552], [0.41128, -4.77554, 1.94394], [1.03889, -6.65117, 0.37237], [0.57335, -6.22475, -2.11837], [0.51306, 1.02269, 0.69581], [1.34056, 2.11360, -0.02076], [1.82379, 1.85353, -1.55428], [0.71336, 1.62324, -2.44695], [1.29339, 1.40846, -3.82593], [2.58422, 0.66810, -3.38174], [3.08288, 1.34996, -2.08658], [2.78456, 2.25032, 0.78850], [3.75101, 3.32326, 0.50309], [3.98396, 4.06178, 1.86070], [3.01917, 3.40338, 2.87023], [2.76456, 2.00017, 2.25570], [0.37542, 3.46063, 0.13407], [0.73850, 4.74289, -0.55793], [-0.63179, 5.36857, -0.84447], [-1.52457, 4.78303, 0.22930], [-1.06033, 3.35444, 0.30689], [-0.00166, 2.44026, -2.38767], [0.20109, 0.71986, -2.14594], [1.54991, 2.34046, -4.33722], [0.57299, 0.79334, -4.33658], [3.38377, 0.64023, -4.18262], [2.29749, -0.35169, -3.17947], [3.67885, 2.32600, -2.29319], [3.60789, 0.65011, -1.45578], [3.31702, 3.98324, -0.26324], [4.76806, 2.90411, 0.22275], [3.84715, 5.11485, 1.72868], [5.02079, 3.90682, 2.09120], [2.10004, 4.00914, 2.83041], [3.48231, 3.26705, 3.90139], [1.84271, 1.42999, 2.45003], [3.64830, 1.37121, 2.55867], [1.32692, 4.48578, -1.45642], [1.34458, 5.32361, 0.07670], [-0.99466, 4.97033, -1.79993], [-0.76795, 6.42368, -0.87160], [-2.54367, 4.96371, 0.00583], [-1.25324, 5.31604, 1.12508], [-1.52413, 2.90256, -0.58506], [-1.31859, 2.75502, 1.13191]], "mulliken_charge": [-0.016, -0.247, -0.351, -0.152, -0.877, -0.606, -0.736, 0.539, -0.115, -0.019, 0.259, -0.859, -0.735, -0.772, 0.388, -1.173, 0.729, 1.431, 0.155, -1.259, -0.684, -0.514, 0.123, -0.253, 0.226, 0.581, 0.452, 0.494, 0.634, 0.672, -0.102, 0.437, 0.421, 0.449, 0.493, 0.527, 0.213, 0.277, 0.399, 0.384, -0.632, 0.777, -0.963, -0.068, -0.322, -0.544, -0.856, 1.395, -0.662, -0.927, 0.177, -1.582, 0.047, -0.568, -1.571, -0.068, 0.094, 0.233, 0.243, 0.514, 0.464, 0.498, 0.390, 0.855, 0.534, 0.599, 1.702, -1.297, 0.653, -0.165, -1.023, -0.357, -0.530, -0.057, -0.553, -1.141, -0.293, 0.581, 1.540, -0.427, -0.972, -0.712, 1.067, 0.425, -0.747, 0.335, 0.456, 0.529, -0.072, 0.422, 0.106, 0.304, 0.387, 0.459, 0.291, -0.051, 0.417, -1.034, 0.283, 0.419, 0.313, 0.243, 0.509, 0.479, 0.305, -0.145, -1.525]}

***

3.
{"formula": "C41H49BO2P2V", "method": "ωB97M-V with the def2-TZVPD basis set", "s_squared": 0.7599, "spin_multiplicity": 2, "charge": 2, "orbital_gap_ev": [7.5, 5.4], "elements": ["V", "C", "C", "C", "C", "C", "C", "C", "C", "C", "H", "H", "H", "H", "H", "H", "H", "H", "H", "H", "H", "H", "H", "H", "H", "P", "P", "C", "C", "C", "C", "C", "C", "C", "C", "C", "C", "C", "C", "C", "C", "C", "C", "C", "C", "C", "C", "C", "C", "C", "C", "C", "C", "H", "H", "H", "H", "H", "H", "H", "H", "H", "H", "H", "H", "H", "H", "H", "H", "H", "H", "H", "H", "H", "H", "C", "C", "C", "O", "B", "O", "C", "C", "C", "H", "H", "H", "H", "H", "H", "H", "H", "H", "H", "H", "H"], "xyz": [[-1.49486, -1.43643, -0.09841], [-2.88523, -2.05030, 1.54297], [-1.79178, -1.39317, 2.14623], [-0.57515, -2.08523, 2.69083], [0.60067, -2.18954, 1.69438], [0.23806, -2.73287, 0.34556], [-0.84851, -3.58989, 0.05436], [-1.73909, -4.29314, 1.02974], [-2.98656, -3.53004, 1.53853], [-3.54649, -2.06348, -1.73051], [-3.84560, -1.52222, 1.53746], [-2.05328, -0.43642, 2.60668], [-0.82535, -3.09096, 3.06401], [-0.19978, -1.50983, 3.55771], [1.09410, -1.20752, 1.57066], [1.36184, -2.82114, 2.17945], [1.00145, -2.58053, -0.43240], [-0.80836, -4.13497, -0.89124], [-1.18161, -4.69226, 1.89905], [-2.13258, -5.18441, 0.50194], [-3.84723, -3.80540, 0.91599], [-3.22268, -3.88595, 2.55998], [-3.59237, -0.96332, -1.73541], [-3.49090, -2.35367, -2.79437], [-2.59370, -2.45977, -1.28424], [2.53479, 3.85922, 0.77554], [3.83729, 2.60039, -1.52004], [3.96185, 2.82447, 1.15800], [4.67434, 2.41496, 0.07686], [3.04993, 5.44275, 1.58870], [4.06406, 5.50551, 2.55354], [4.36059, 6.71842, 3.18600], [3.70766, 7.89089, 2.79426], [2.79461, 7.85642, 1.73086], [2.46976, 6.64384, 1.12306], [1.32266, 3.07585, 1.89110], [0.85167, 1.83976, 1.41925], [-0.10701, 1.17505, 2.14964], [-0.56164, 1.64194, 3.38146], [-0.08368, 2.87219, 3.85079], [0.84261, 3.59762, 3.09567], [5.34311, 3.25848, -2.43110], [5.81500, 4.54633, -2.09437], [7.00878, 5.02095, -2.64275], [7.73566, 4.23138, -3.54596], [7.24869, 2.97279, -3.91001], [6.04483, 2.50270, -3.37642], [3.80960, 0.86983, -2.10012], [3.17078, 0.60787, -3.32996], [3.25493, -0.66132, -3.89775], [3.94946, -1.68085, -3.23353], [4.55163, -1.42655, -1.99722], [4.45780, -0.16047, -1.41642], [4.18761, 2.55303, 2.19197], [5.69036, 2.00555, 0.10668], [4.63407, 4.61813, 2.82417], [5.09881, 6.74289, 3.98876], [3.90719, 8.82973, 3.31551], [2.32563, 8.78093, 1.38575], [1.75993, 6.61548, 0.29344], [1.23264, 1.39529, 0.49463], [-0.49683, 0.26294, 1.69684], [-1.26826, 1.05882, 3.97621], [-0.43412, 3.25936, 4.80491], [1.21250, 4.56332, 3.43521], [5.25698, 5.17166, -1.39269], [7.38150, 6.01342, -2.37854], [8.66766, 4.60183, -3.97467], [7.79969, 2.35796, -4.62133], [5.66766, 1.53276, -3.69785], [2.63517, 1.41357, -3.83623], [2.77177, -0.85127, -4.86032], [4.00874, -2.67451, -3.67823], [5.09336, -2.21478, -1.47693], [4.91431, 0.03419, -0.44864], [-6.10365, -5.11374, 0.74038], [-6.08033, -4.58565, -0.68555], [-6.34934, -5.74441, -1.63665], [-4.74915, -4.12795, -1.01613], [-4.80733, -2.75384, -1.16036], [-6.00377, -2.18711, -0.79243], [-6.97513, -3.26598, -0.85249], [-7.69006, -3.17872, -2.20560], [-8.00983, -3.00789, 0.22130], [-5.96447, -4.31162, 1.47635], [-5.30483, -5.85062, 0.89396], [-7.07037, -5.60536, 0.92168], [-5.63065, -6.55127, -1.43296], [-7.36136, -6.14286, -1.49529], [-6.22363, -5.44409, -2.68371], [-8.52557, -3.89139, -2.25045], [-8.10099, -2.16494, -2.32769], [-7.01566, -3.38203, -3.04947], [-7.55791, -2.97478, 1.21627], [-8.47745, -2.03441, 0.02770], [-8.78969, -3.77958, 0.19447]], "mulliken_charge": [0.296, -0.526, -0.341, -1.097, -0.496, -1.282, 0.177, -1.258, 1.205, -0.137, 0.515, 0.322, 0.474, 0.401, 0.252, 0.466, 0.647, 0.579, 0.361, 0.563, -1.296, 0.690, 0.270, 0.476, -0.328, 0.477, 0.276, -0.590, -0.847, 0.506, 0.028, -0.649, -0.470, -0.610, -0.493, 0.524, -0.359, 0.032, -0.555, -1.161, -0.568, 0.445, -0.248, -0.673, -0.454, -0.667, -0.281, 0.488, -0.418, -0.696, -0.499, -0.800, -0.103, 0.796, 0.833, 0.327, 0.409, 0.396, 0.389, 0.397, 0.246, 0.349, 0.390, 0.390, 0.434, 0.376, 0.391, 0.391, 0.398, 0.277, 0.424, 0.468, 0.446, 0.437, 0.415, -2.057, 1.730, -1.783, -0.469, 0.569, -0.556, 1.373, -1.840, -1.691, 0.360, 0.432, 0.471, 0.456, 0.372, 0.349, 0.376, 0.471, 0.327, 0.358, 0.444, 0.361]}